# 1
Formula: C12H44AsF6N10O9
Source: the Open Molecules 2025 dataset
Level of theory: ωB97M-V with the def2-TZVPD basis set

Values from the calculation:
Gap between HOMO and LUMO: 9.374 eV
Total charge: -1
HOMO level: -7.20 eV

Geometry as XYZ:
```
82
C12H44AsF6N10O9 ωB97M-V with the def2-TZVPD basis set
As -17.2488 10.6792 -3.2460
F -16.4656 11.7450 -4.3296
F -17.7896 9.6653 -4.5273
F -18.1366 9.6823 -2.1128
F -16.6838 11.5473 -1.8358
F -18.7314 11.6007 -3.3914
F -15.8174 9.7159 -3.0431
C -18.2236 13.9163 -0.0085
O -18.7346 14.0345 -1.1154
N -18.8168 14.3364 1.1561
N -16.9413 13.4736 0.1088
H -18.3772 14.0315 2.0047
H -19.4615 15.1007 1.1081
H -16.4651 13.1097 -0.6985
H -16.5252 13.2893 1.0040
C -19.0283 9.9602 1.3088
O -19.2856 9.7353 2.4854
N -17.7721 10.3123 0.8990
N -19.9615 9.9994 0.3144
H -17.5431 10.4216 -0.0752
H -17.0111 10.4425 1.5365
H -20.9235 9.7595 0.4516
H -19.6421 10.1681 -0.6260
C -15.6125 15.2637 -2.7396
O -14.5673 15.3331 -3.3755
N -16.6667 14.4684 -3.0821
N -15.7727 15.9676 -1.5700
H -16.4926 13.7260 -3.7365
H -17.3990 14.3183 -2.3859
H -16.4149 15.6527 -0.8652
H -14.9819 16.5428 -1.3502
C -22.2825 12.1531 -2.5476
O -23.4785 12.1864 -2.3238
N -21.3173 12.6192 -1.7027
N -21.7615 11.6555 -3.7102
H -21.4398 12.9040 -0.7497
H -20.3594 12.3552 -1.8865
H -20.7866 11.7932 -3.9250
H -22.3544 11.4132 -4.4796
C -17.1335 5.1023 -5.7819
C -18.2950 6.0731 -5.7291
C -18.7807 6.3425 -4.3151
O -19.9229 7.1647 -4.4074
C -20.5524 7.4122 -3.1709
N -17.9078 7.3606 -6.3866
H -16.7677 4.7830 -6.7535
H -17.4598 4.1704 -5.2970
H -16.3043 5.4769 -5.1734
H -19.0923 5.6722 -6.3619
H -17.9886 6.8658 -3.7586
H -18.9779 5.4032 -3.7771
H -19.8612 7.2967 -2.3293
H -21.4321 6.7925 -2.9761
H -20.8524 8.4636 -3.1696
H -17.1665 7.7201 -5.7854
H -18.6919 7.9706 -6.1604
C -9.0248 11.6939 -2.3245
C -9.7519 11.2754 -1.0447
C -11.2536 11.2596 -1.2290
O -11.6819 12.5294 -1.6540
C -12.9894 12.4754 -2.2245
N -9.2612 9.9423 -0.6167
H -9.0804 10.8916 -3.0654
H -7.9670 11.8994 -2.1283
H -9.3943 12.6128 -2.7846
H -9.4621 11.9586 -0.2432
H -11.6850 11.0672 -0.2338
H -11.5487 10.4064 -1.8530
H -13.7175 12.1820 -1.4646
H -13.0191 11.7899 -3.0776
H -13.1701 13.4631 -2.6447
H -8.2461 9.9793 -0.6346
H -9.4720 9.2934 -1.3739
O -14.6599 9.3714 -0.4934
H -15.1639 8.7398 0.0276
H -15.0737 9.3489 -1.3694
O -18.8259 11.2052 -6.5678
H -19.6446 11.6924 -6.6958
H -18.8599 10.8777 -5.6582
O -16.5179 11.5360 -8.1188
H -16.1851 12.1958 -7.5048
H -17.4336 11.3921 -7.8304
```

***

# 2
Formula: C5H4S
Source: the Open Molecules 2025 dataset
Level of theory: ωB97M-V with the def2-TZVPD basis set

Values from the calculation:
Gap between HOMO and LUMO (spin up / spin down): 7.871 / 7.279 eV
2S+1: 3
Total charge: 0
Relative energy (zero: lowest compared OMol25 entry of this formula, charge and spin): 19.6 kcal per mole
HOMO level (spin up / spin down): -7.39 / -9.03 eV
<S²>: 2.03

Geometry as XYZ:
```
10
C5H4S ωB97M-V with the def2-TZVPD basis set
C -0.1178 1.4214 -1.1462
C -0.0122 0.4942 -2.0243
C -0.2435 1.2112 0.2261
C 0.2357 -0.7859 -1.4703
C 0.5559 -0.6346 0.0853
S 2.0256 -0.8540 -0.7559
H 0.5610 1.5480 0.8369
H -1.2596 1.1423 0.6761
H -0.0951 -1.8136 -1.8454
H 0.3221 -1.1129 1.0135
```

***

# 3
Formula: C8H22AlB2Br2CaClCsMgNO5
Source: the Open Molecules 2025 dataset
Level of theory: ωB97M-V with the def2-TZVPD basis set

Values from the calculation:
Gap between HOMO and LUMO: 1.362 eV
Total charge: +2
HOMO level: -10.08 eV

Geometry as XYZ:
```
45
C8H22AlB2Br2CaClCsMgNO5 ωB97M-V with the def2-TZVPD basis set
C -1.1499 -0.2000 -1.7634
C 0.2574 -0.2846 -1.0548
B 0.3884 0.6734 0.2438
O -0.6674 1.6227 0.6596
B 1.7859 0.5194 1.1494
Br 1.5930 -0.3077 2.9686
C 3.2608 0.9685 0.6907
C 3.7934 0.1470 -0.5354
N 3.4971 -1.0887 -0.7513
H -1.1271 -0.8943 -2.6492
H -1.3167 0.8319 -2.1369
H -1.9895 -0.5565 -1.1183
H 1.0441 0.0719 -1.7806
H 0.5316 -1.3162 -0.7141
H -0.4101 2.5476 0.4233
H 3.9860 0.8095 1.5220
H 3.2024 2.0417 0.3555
H 4.4922 0.6472 -1.2523
H 3.9828 -1.3775 -1.6114
Cs 2.3558 0.2881 5.1444
O -1.1380 -0.8695 -5.4914
H -0.5426 -0.8070 -4.7508
C 3.3904 3.8975 -1.3517
O 3.5959 4.2387 -0.0814
H 4.0027 4.4245 -2.1148
H 3.5687 2.8237 -1.6282
H 2.3612 4.0616 -1.7544
Al -1.9170 2.0456 2.0352
Br 0.0071 0.7222 -4.7555
O -1.2276 4.3471 3.9645
H -1.2820 4.9566 3.2162
C -2.9875 -4.3365 1.6486
C -3.2009 -3.0156 2.3978
C -3.5426 -1.9083 1.3796
O -2.0603 -2.6727 3.0382
H -2.1674 -4.2640 0.9332
H -2.7658 -5.1519 2.3396
H -3.8873 -4.6185 1.0908
H -4.1284 -3.1660 3.0047
H -2.7374 -1.7635 0.6586
H -3.7303 -0.9464 1.8772
H -4.4477 -2.1614 0.8157
Ca 1.0202 -1.8864 -4.1057
Cl 0.1533 3.0050 -4.3958
Mg -3.8471 -2.0984 4.2402
```

***

# 4
Formula: C2H4N4
Source: the Open Molecules 2025 dataset
Level of theory: ωB97M-V with the def2-TZVPD basis set

Values from the calculation:
Gap between HOMO and LUMO: 10.066 eV
SMILES: Nc1cn[nH]n1
Total charge: 0
Relative energy (zero: lowest compared OMol25 entry of this formula, charge and spin): 40.9 kcal per mole
HOMO level: -8.90 eV

Geometry as XYZ:
```
10
C2H4N4 ωB97M-V with the def2-TZVPD basis set
N 1.8071 -0.2607 0.2194
C 0.4228 -0.0349 0.0745
N -0.4215 -1.0226 -0.1316
N -1.6366 -0.5263 -0.1626
N -1.6204 0.9554 -0.0529
C -0.3426 1.1833 0.1591
H 2.3339 0.0494 -0.5906
H 1.9990 -1.2507 0.3537
H -2.2991 -1.3106 -0.3730
H -0.2428 2.2176 0.5040
```